(1)
The following is a DFT calculation (ωB97M-V/def2-TZVPD) of a cluster of 4 separate species, C14H12Br6N2O4 in total in a non-equilibrium geometry.

Results
- electronic energy (eV) = -446130.200
- orbital gap (eV) = 8.76
- largest force on an atom (eV/A) = 3.14
- SMILES = O=[N+]([O-])c1ccccc1.O=[N+]([O-])c1ccccc1.BrC(Br)Br.BrC(Br)Br
- M (g mol⁻¹) = 751.7
- 2S+1 = 1

```
38
Properties=species:S:1:pos:R:3:nbo_charge:R:1
O -2.80101 1.34835 2.70990 -0.381
N -1.85272 1.27050 3.49194 0.527
O -1.91564 1.43112 4.70767 -0.369
C -0.46642 1.08800 2.92147 0.013
C -0.26315 0.78362 1.58765 -0.166
C 1.01390 0.62086 1.03544 -0.208
C 2.15337 0.57362 1.91443 -0.181
C 1.90330 0.83703 3.26655 -0.216
C 0.63388 1.12148 3.82960 -0.196
H -1.11177 0.80194 0.91988 0.234
H 1.24396 0.57780 -0.01889 0.238
H 3.15517 0.31175 1.60746 0.222
H 2.82040 0.75751 3.83136 0.218
H 0.55983 1.25919 4.89822 0.247
O 1.67607 -1.64178 -3.61984 -0.381
N 0.64202 -1.40469 -2.96439 0.515
O 0.67773 -1.11511 -1.76674 -0.383
C -0.66438 -1.45209 -3.62425 0.021
C -0.73919 -1.88658 -4.95046 -0.176
C -1.96996 -2.16101 -5.55773 -0.224
C -3.08058 -1.92174 -4.75273 -0.154
C -3.01684 -1.47216 -3.39874 -0.225
C -1.80804 -1.21128 -2.81653 -0.175
H 0.21966 -2.13492 -5.38097 0.251
H -2.15174 -2.28867 -6.61464 0.231
H -4.02725 -2.05839 -5.25425 0.211
H -4.03874 -1.28849 -3.10146 0.234
H -1.76357 -0.87878 -1.78995 0.256
Br 4.44577 -1.66629 3.94308 0.071
C 4.36368 -1.34475 5.89189 -0.462
Br 4.77452 -2.90904 6.94775 0.114
Br 2.59332 -0.52106 6.34819 0.067
H 5.14617 -0.61134 6.08657 0.222
Br 0.55629 3.77143 -1.56155 0.080
C -1.32881 3.59906 -2.13850 -0.422
Br -2.40579 2.69024 -0.61967 0.040
Br -1.49077 2.49817 -3.78460 0.090
H -1.68267 4.62655 -2.22314 0.221
```

---

(2)
The following is a DFT calculation (ωB97M-V/def2-TZVPD) of a structure of composition C24H22F11N3SSbV.

Results
- electronic energy (eV) = -102672.021
- orbital gap (alpha / beta) (eV) = 4.75 / 4.75
- total charge = -2
- largest force on an atom (eV/A) = 0.55
- M (g mol⁻¹) = 766.2
- 2S+1 = 1

```
63
Properties=species:S:1:pos:R:3:nbo_charge:R:1
V -0.80082 -0.60780 0.18397 0.375
N 1.24265 0.87536 3.66873 -0.550
C 0.04772 0.67846 4.33034 0.180
C -0.32955 0.82882 5.65841 -0.278
C -1.63429 0.48946 5.97505 -0.223
C -2.52744 0.01355 5.00491 -0.231
C -2.15167 -0.12640 3.68164 -0.169
C -0.84916 0.22650 3.35034 0.083
N -0.20634 0.19178 2.13023 -0.396
C 1.01547 0.58510 2.35348 0.447
C 1.94992 0.61594 1.25412 0.082
C 3.25537 0.98303 1.21327 -0.421
S 3.82204 0.85869 -0.39543 0.428
C 2.28041 0.31392 -0.89874 -0.075
N 1.40798 0.22188 0.05240 -0.410
H 2.03832 1.37814 4.01588 0.414
H 0.35894 1.19003 6.41242 0.200
H -1.97227 0.59021 6.99966 0.195
H -3.53445 -0.24926 5.30422 0.202
H -2.80161 -0.49145 2.89585 0.266
H 3.86939 1.35101 2.01679 0.233
H 2.05689 0.06715 -1.92398 0.263
F -0.26334 2.49359 0.26260 -0.680
Sb 0.54010 4.16433 0.64081 3.177
F 1.38472 5.82207 1.04587 -0.698
F 2.13914 3.57464 -0.20117 -0.698
F -0.07588 4.89159 -0.99456 -0.686
F 1.21146 3.49272 2.30027 -0.707
F -1.03451 4.75002 1.51459 -0.686
F -0.08526 0.03862 -2.75266 -0.415
C -0.36708 -1.09702 -1.93858 0.361
F 0.80557 -1.86559 -2.09581 -0.403
C -1.38122 -1.85391 -2.79649 0.906
F -1.80488 -2.98960 -2.22709 -0.326
F -2.46012 -1.10852 -3.08290 -0.332
F -0.86980 -2.22581 -4.01269 -0.362
C -0.72090 -2.19324 0.73335 -0.235
C -1.01973 -3.37016 1.46554 0.010
C -1.77382 -4.43422 0.91142 -0.269
C -2.09114 -5.55928 1.65120 -0.217
C -1.68261 -5.69019 2.97690 -0.318
C -0.94286 -4.65535 3.54563 -0.209
C -0.61426 -3.52878 2.81403 -0.272
H -2.10356 -4.34039 -0.11513 0.217
H -2.67392 -6.35020 1.18807 0.184
H -1.93754 -6.57256 3.55284 0.182
H -0.61850 -4.72935 4.57954 0.183
H -0.03832 -2.73211 3.27252 0.198
C -3.01513 1.73925 -1.19516 -0.615
C -3.64767 0.67975 -0.28531 -0.100
C -4.20430 1.38318 0.96467 -0.599
C -4.83605 0.04811 -1.03076 -0.602
C -2.66522 -0.41041 0.14046 -0.537
H -3.78648 2.35930 -1.66834 0.174
H -2.42503 1.26596 -1.98159 0.220
H -2.35674 2.39821 -0.63164 0.224
H -4.94773 2.14583 0.69530 0.177
H -3.39717 1.86960 1.51628 0.215
H -4.68564 0.65845 1.62924 0.186
H -5.56438 0.81266 -1.33121 0.172
H -5.34369 -0.67818 -0.38907 0.189
H -4.49224 -0.47497 -1.92359 0.216
H -3.26196 -1.25781 0.51601 0.163
```